# C26H48N8O4Si2

A structure of composition C26H48N8O4Si2 (ωB97M-V with the def2-TZVPD basis set, the Open Molecules 2025 dataset).

The maximum force comes out at 1.13 eV Å⁻¹. The total charge is 0. The gap between HOMO and LUMO comes out at 10.492 eV.

```
88
Properties=species:S:1:pos:R:3:forces:R:3
C 0.02634 1.29935 3.81227 -0.2 0.2 -0.4
C -0.39322 1.30399 2.32869 -0.2 -0.1 0.0
C 0.81918 1.38183 1.40467 0.1 0.1 0.1
C -1.35320 0.10370 2.05752 0.4 0.1 -0.1
C -0.82294 -1.05145 1.18748 -0.5 -0.4 0.1
C -1.52133 -2.35375 1.62170 0.4 0.3 0.1
C -1.14381 -0.76354 -0.27378 -0.2 0.2 0.0
O -0.74123 -1.80110 -1.17593 0.3 0.2 0.1
Si 0.83798 -1.98653 -1.56838 -0.5 -0.1 -0.3
C 1.23761 -1.40706 -3.30259 0.4 0.1 0.0
C 1.74708 0.03138 -3.34366 -0.4 -0.3 -0.4
O 1.10143 0.82560 -2.31589 0.6 0.3 0.1
C 0.64878 2.04133 -2.65355 -0.8 0.1 -0.8
O 0.03225 2.29008 -3.66280 0.7 -0.1 0.6
O 1.18047 -3.60775 -1.50567 0.3 0.4 0.5
Si 2.07023 -4.19480 -0.22826 -0.2 -0.4 -0.3
H 0.96700 1.82740 3.96348 -0.1 0.0 0.0
H 0.12417 0.27421 4.17554 0.1 0.1 0.1
H -0.74889 1.82210 4.38049 0.1 -0.2 0.2
H -0.97211 2.21869 2.16320 0.1 0.0 0.0
H 1.38830 2.28462 1.63560 0.0 -0.1 0.0
H 1.49278 0.53521 1.54632 0.0 0.0 -0.1
H 0.53542 1.44361 0.35222 0.0 -0.1 0.0
H -1.63222 -0.33564 3.02034 -0.1 0.1 -0.1
H -2.28040 0.46159 1.59056 0.0 0.0 0.1
H 0.24900 -1.18978 1.35036 0.0 0.2 -0.2
H -2.57061 -2.14157 1.83935 0.0 -0.2 -0.1
H -1.43985 -3.13766 0.86551 0.0 0.0 0.1
H -1.04799 -2.68363 2.54859 -0.2 -0.2 -0.1
H -2.23333 -0.67690 -0.35900 0.1 -0.1 -0.1
H -0.73156 0.19731 -0.59456 0.0 -0.1 0.0
H 1.67348 -1.25541 -0.59032 0.2 -0.1 0.0
H 2.05134 -2.05427 -3.65287 -0.1 0.0 0.0
H 0.40931 -1.54766 -3.99904 -0.1 0.0 0.2
H 2.81947 0.07286 -3.14224 -0.1 0.0 0.1
H 1.55100 0.48447 -4.31550 0.0 0.1 0.1
H 0.88011 2.79190 -1.88818 -0.2 -0.1 0.2
H 1.67578 -3.56853 1.05032 0.0 0.1 0.0
H 3.50093 -3.92733 -0.49278 0.0 0.0 0.1
H 1.79296 -5.64123 -0.15111 0.1 0.0 0.0
C 2.69986 5.59300 0.19239 0.2 0.1 -0.1
C 1.61280 5.11123 1.03115 0.0 -0.1 0.0
N 0.77009 4.69083 1.68645 -0.1 0.1 0.1
H 3.02123 6.58090 0.51776 0.0 0.0 0.0
H 3.54374 4.90569 0.25301 0.0 0.0 0.0
H 2.37627 5.66113 -0.84496 -0.1 0.0 0.0
C -0.45290 -4.31340 6.00773 0.1 -0.1 0.1
C -1.32489 -3.31751 5.40495 0.0 0.0 0.0
N -2.00517 -2.53133 4.92207 -0.1 0.1 0.1
H -1.04202 -5.06489 6.52974 0.0 0.0 0.0
H 0.14146 -4.80786 5.24141 0.0 0.0 0.0
H 0.22063 -3.84177 6.72067 0.0 0.0 0.0
C 4.57289 3.12887 4.14926 0.1 0.2 0.1
C 3.90065 1.90966 3.73071 0.0 0.0 -0.1
N 3.35766 0.96034 3.38547 0.2 -0.2 0.0
H 5.50785 3.24797 3.60500 0.0 0.0 0.0
H 3.94103 3.99162 3.94468 0.0 0.0 0.0
H 4.78641 3.09737 5.21607 0.0 0.0 0.0
C 1.09550 -7.33373 -3.23673 -0.2 0.2 -0.1
C 1.90645 -8.35612 -2.59453 0.0 0.0 0.0
N 2.54922 -9.16001 -2.08944 0.0 -0.1 0.0
H 0.14920 -7.20781 -2.71350 0.0 -0.1 0.1
H 1.60990 -6.37400 -3.23107 0.1 0.0 0.0
H 0.87787 -7.60278 -4.26868 0.1 -0.1 0.0
C -4.02594 0.71429 4.96507 -0.1 -0.2 -0.4
C -3.82682 1.31405 6.27422 0.0 0.0 0.0
N -3.66975 1.78716 7.30697 0.0 0.0 0.1
H -3.25804 1.04070 4.26538 0.1 0.0 0.1
H -3.98359 -0.37250 5.02418 0.1 0.0 0.1
H -4.99265 0.99886 4.55197 0.0 0.1 0.1
C 5.52352 0.28146 0.14536 0.1 -0.2 0.0
C 5.07913 1.65347 0.32628 -0.1 0.0 0.1
N 4.71674 2.73004 0.48377 0.0 0.1 0.0
H 4.77743 -0.28452 -0.40995 0.0 0.0 0.0
H 6.46427 0.25507 -0.40141 0.0 0.0 0.0
H 5.66377 -0.19388 1.11465 0.0 0.0 0.0
C -3.11957 2.45635 -4.18661 0.2 0.0 0.1
C -4.21550 2.52576 -5.13986 0.0 0.0 0.0
N -5.07943 2.58292 -5.89148 0.0 0.0 0.0
H -3.12007 3.33300 -3.54161 0.0 0.0 0.0
H -3.21265 1.56852 -3.56333 -0.1 0.0 0.0
H -2.16149 2.41254 -4.69865 0.0 0.0 0.0
C -6.80121 2.63897 -8.79380 0.2 -0.2 0.1
C -7.67762 3.66209 -9.34235 0.0 0.0 0.0
N -8.36728 4.46943 -9.77609 0.0 0.1 0.0
H -7.37536 1.76659 -8.48690 -0.1 0.0 0.0
H -6.07371 2.32183 -9.53952 0.0 0.0 -0.1
H -6.25965 3.00472 -7.92401 -0.1 0.1 0.0
```
Forces are in eV/Å.

These are the Löwdin partial charges, in e, on atoms 1 to 4:
1. C -0.071
2. C -0.387
3. C -0.103
4. C -0.144

=====

# C17H21Cl3O4Ti

A structure of composition C17H21Cl3O4Ti (ωB97M-V with the def2-TZVPD basis set, the Open Molecules 2025 dataset).

The maximum force comes out at 3.65 eV Å⁻¹. The total charge is -2. The gap between HOMO and LUMO comes out at 3.403 eV. As for the relative energy (zero: lowest compared OMol25 entry of this formula, charge and spin): 2.320 eV.

```
46
Properties=species:S:1:pos:R:3:forces:R:3
C 2.20106 -1.01768 -1.59767 -1.6 -0.6 0.4
C 1.03944 -1.19884 -2.44399 0.0 -0.9 1.6
C 0.22171 -2.19096 -1.84881 1.7 0.2 0.1
C 0.80635 -0.61119 -3.77614 -0.3 0.5 -0.2
C 0.90861 -2.72389 -0.71995 1.4 0.8 -1.0
C 2.13320 -2.00756 -0.56794 -1.7 -0.6 -0.6
C 3.15203 -2.27759 0.46378 0.3 0.0 0.2
C 3.39798 -0.21898 -1.90924 0.4 0.2 -0.2
C -1.08192 -2.65645 -2.36850 -0.4 0.1 -0.2
C 0.43269 -3.81132 0.16002 -0.1 -0.1 0.2
Ti 0.70608 0.62202 0.39993 2.4 -1.9 -2.0
Cl -2.12047 1.91710 -3.57657 -0.3 0.1 -0.2
Cl 0.78208 1.79750 -1.56628 0.1 0.2 0.7
O 0.00117 -1.01162 0.94313 -0.2 0.6 1.3
H 1.46697 0.24157 -3.93174 0.1 0.0 -0.2
H -0.21121 -0.21014 -3.86645 0.1 -0.1 -0.1
H 0.98104 -1.35848 -4.56727 0.0 0.2 0.0
H -1.63565 -1.82041 -2.80766 0.0 -0.1 -0.1
H -1.71303 -3.06352 -1.57395 0.0 -0.1 0.0
H -0.95824 -3.43889 -3.13336 -0.2 0.0 0.0
H -0.64246 -3.73754 0.33725 -0.2 -0.1 0.0
H 0.92133 -3.75309 1.13421 0.0 -0.1 0.1
H 0.63112 -4.80306 -0.26771 0.0 -0.1 0.1
H 2.69051 -2.55886 1.41791 0.1 0.0 0.0
H 3.75783 -1.38914 0.65370 0.1 -0.1 0.0
H 3.80844 -3.09939 0.14185 0.2 0.0 0.2
H 3.12454 0.74056 -2.35486 0.1 0.0 -0.1
H 4.03828 -0.77737 -2.60718 0.2 0.2 -0.1
H 3.96919 -0.01158 -1.00098 0.1 0.0 0.0
H -0.60206 -1.09497 1.71188 0.4 0.2 -0.9
O 2.38165 0.60199 1.23198 0.0 0.7 1.5
H 2.68958 0.87058 2.13917 -0.7 -0.3 -1.6
Cl -5.24360 4.63423 4.56542 -0.6 0.4 0.6
C -4.02230 3.94336 3.60626 1.2 -0.7 -1.3
C -2.82189 4.58768 3.37981 -0.2 0.6 0.4
C -1.83139 4.04748 2.58191 0.1 -0.2 0.6
C -2.01399 2.79633 2.02714 0.3 0.1 -0.7
C -3.24926 2.16692 2.16351 0.4 -0.1 0.4
C -4.21435 2.72756 2.97437 -0.3 0.0 0.1
C -0.89876 2.12978 1.27204 -0.5 -1.0 -0.6
O 0.33859 2.42939 1.38791 -1.5 0.0 0.5
O -1.21441 1.11514 0.54584 -0.4 2.0 1.4
H -2.67884 5.52401 3.87341 0.2 0.6 0.1
H -0.87734 4.54591 2.48652 0.0 0.0 -0.1
H -3.42202 1.19118 1.73669 0.1 0.0 -0.2
H -5.12826 2.21222 3.15060 -0.6 -0.4 0.0
```
Forces are in eV/Å.

These are the Löwdin partial charges, in e, on atoms 1 to 4:
1. C -0.323
2. C -0.293
3. C -0.256
4. C -0.109

=====

| no. | total energy (eV) |
| --- | --- |
| 1 | -63607.2106 |
| 2 | -86846.8005 |